This record from OMol25 describes 9 unconnected molecules or ions with the total composition C52H87FINO28 at a distorted geometry. The level of theory is ωB97M-V with the def2-TZVPD basis set.

Geometry (Å):
1 C -2.81 -1.24 4.28
2 O 5.81 -7.95 2.67
3 H -0.55 -4.74 5.55
4 C -2.05 -0.29 3.29
5 H 0.46 3.44 1.10
6 H -2.43 -3.44 1.60
7 H 0.97 0.04 -0.68
8 H -2.54 -3.09 -7.23
9 C 6.94 5.40 -1.90
10 H 0.35 1.62 9.11
11 C -0.32 1.61 3.08
12 H 6.63 -0.88 -0.10
13 O 5.81 3.44 0.74
14 H 5.97 -5.46 -0.25
15 C 2.94 -0.55 0.05
16 H -4.62 0.02 -4.17
17 C -1.03 0.68 5.47
18 H -2.30 -3.09 7.24
19 O -1.79 -7.50 -10.26
20 H 0.98 2.10 4.77
21 H -1.50 -2.49 0.39
22 H -3.60 2.16 7.27
23 H -9.06 0.95 5.84
24 O -4.59 -1.78 -6.13
25 C 6.02 4.57 0.06
26 H 0.60 8.37 -5.40
27 C -4.57 1.75 7.53
28 O 3.71 8.68 -3.39
29 C 2.65 8.38 -2.91
30 H -4.87 0.12 -14.14
31 C -2.49 -7.34 -9.02
32 H -1.98 -2.34 -8.73
33 C -2.78 -2.35 -8.00
34 C -0.47 1.50 1.63
35 C 5.14 3.61 1.98
36 C 5.02 -1.22 1.37
37 C 9.10 -2.10 2.76
38 H 7.45 5.03 -2.79
39 H -0.83 0.90 -1.17
40 O -0.90 2.72 10.28
41 H 3.97 9.24 -0.80
42 H 5.04 -8.80 4.36
43 H -1.27 0.94 9.28
44 H 2.54 2.59 0.27
45 H 5.72 4.24 2.66
46 I -2.39 -3.26 -2.31
47 H -2.07 2.00 -2.43
48 H -6.12 -1.90 -8.88
49 O -5.25 0.55 -11.54
50 H 2.09 1.34 1.55
51 H 5.70 -7.17 4.59
52 H -3.48 -6.94 -9.19
53 H 7.43 -6.28 -0.84
54 O -3.10 2.77 9.75
55 O 5.68 5.68 0.42
56 H 1.02 -3.11 7.06
57 O -2.23 3.90 11.52
58 H 4.49 -2.17 1.07
59 H -4.39 -2.79 -0.49
60 O 2.41 8.13 -1.62
61 H 5.03 2.62 2.44
62 C -1.13 0.70 3.91
63 C -1.42 0.56 0.99
64 O 1.49 8.26 -3.57
65 C -6.51 1.00 6.48
66 H -2.58 -8.33 -8.57
67 O -3.95 -1.59 4.12
68 O -7.03 0.73 7.54
69 H 0.03 -3.06 5.25
70 H 2.27 7.79 -5.44
71 H 6.83 -2.43 0.85
72 H 6.02 5.89 -2.21
73 H -1.33 3.67 4.05
74 H -1.60 -5.04 -13.20
75 C -1.97 -1.66 5.53
76 O -3.81 0.35 -6.06
77 O -6.18 -1.40 -10.86
78 H -6.27 -0.17 -9.19
79 O 6.64 -7.08 0.87
80 C -0.71 1.86 9.16
81 C -0.67 -5.51 -12.88
82 C -2.23 -0.36 1.84
83 O -2.88 -1.05 -7.43
84 H 9.35 -3.06 2.22
85 C 6.90 -5.94 0.06
86 H -6.44 0.96 -13.88
87 C 4.27 0.02 0.67
88 H 10.03 -1.80 3.32
89 O 0.21 -3.63 7.22
90 H -0.13 4.01 5.36
91 C -2.17 3.10 10.45
92 C 0.61 2.61 3.84
93 H 7.59 6.10 -1.38
94 H -3.48 5.01 12.70
95 H 4.89 -1.17 2.49
96 H -4.10 -1.60 1.81
97 H 6.99 -0.73 3.03
98 H -8.72 0.20 4.27
99 H -3.91 1.17 -0.36
100 H -0.04 2.52 -0.35
101 C -5.79 -1.09 -9.53
102 H -2.71 -3.76 5.59
103 C -2.54 -2.73 0.74
104 C -3.55 4.37 11.82
105 O -0.95 -6.65 -12.06
106 H -5.79 0.49 -5.44
107 H -1.75 -0.62 -0.87
108 H 2.35 0.97 -1.44
109 C 5.99 -6.80 2.01
110 H -0.99 2.37 8.24
111 C -3.22 -1.34 1.16
112 H -3.72 -4.41 -0.17
113 C -2.96 1.25 -0.94
114 C -3.84 -0.91 -6.50
115 H 4.13 -7.41 3.76
116 H 4.14 4.03 1.83
117 H -4.42 0.81 8.07
118 H 2.42 -1.13 0.87
119 C 5.13 -7.81 3.91
120 H 0.10 4.80 3.71
121 C 7.41 -0.60 2.00
122 H -3.71 -2.62 -8.51
123 C 1.59 8.50 -4.97
124 H -0.14 -5.87 -13.76
125 H -4.22 3.54 12.04
126 C -8.38 0.29 5.30
127 C -0.24 3.88 4.25
128 C -1.13 -0.75 6.10
129 O -1.96 -5.26 -10.58
130 H -0.48 -1.02 6.98
131 C 0.38 2.40 0.68
132 O -7.06 0.84 5.27
133 H 1.92 9.53 -5.16
134 O 6.65 4.27 -1.07
135 C 1.83 1.77 0.54
136 H 7.54 -5.22 0.58
137 C -0.54 -3.71 5.99
138 C -1.60 -6.36 -10.93
139 H 4.96 0.49 -0.08
140 H -0.04 -4.80 -12.36
141 C 3.57 8.22 -0.78
142 C -1.64 0.45 -0.55
143 H -4.71 -1.00 -9.45
144 N -2.99 2.02 -1.97
145 H 4.33 7.50 -1.08
146 H -1.92 -6.70 -8.34
147 O 5.63 -5.71 2.37
148 O -6.25 -0.90 -12.97
149 C 6.53 -1.34 0.91
150 C -5.83 -0.48 -11.77
151 H -6.34 -0.44 -14.95
152 O -0.92 1.67 6.16
153 C -2.00 -3.09 6.15
154 H -3.93 4.97 10.99
155 H -8.37 -0.71 5.75
156 H -4.66 1.68 -4.77
157 O 8.76 -1.05 1.85
158 H 7.40 0.51 1.78
159 C 1.94 0.57 -0.48
160 H 3.26 8.00 0.24
161 C -3.43 -3.36 -0.42
162 H -5.10 2.47 8.16
163 H 3.17 -1.32 -0.75
164 O -5.29 1.52 6.32
165 H -3.66 -0.94 0.21
166 F 1.75 3.02 3.12
167 H 8.29 -2.35 3.50
168 C -4.78 0.64 -5.05
169 H 4.12 0.77 1.48
170 C -5.95 0.00 -14.04

The total energy is -124968.9082 eV. The energy relative to the best compared isomer or geometry (same formula, charge and spin) is 0.0 kcal/mol. As for the orbital gap: 8.2 eV. Its LUMO energy is -1.1 eV.